(1)
DFT (the ωB97M-V functional and the def2-TZVPD basis) results for a cluster of 2 separate species, C2H8NO in total in a non-equilibrium geometry.

Each line ends with the natural charge from an NBO analysis.
Geometry (Å):
1 O -0.114 -1.773 -1.353  -0.973
2 N 0.131 0.520 0.031  -0.398
3 C 0.400 1.725 -0.272  0.130
4 C -0.216 0.004 1.399  -0.435
5 H 0.601 0.111 2.103  0.254
6 H 0.143 2.536 0.405  0.220
7 H 0.695 -2.166 -1.702  0.503
8 H -0.769 -2.461 -1.526  0.511
9 H -1.005 0.632 1.825  0.238
10 H -0.584 -0.974 1.095  0.248
11 H -0.016 -0.159 -0.745  0.474
12 H 0.732 2.003 -1.261  0.227

Values from the calculation:
* energy relative to the best compared isomer or geometry (same formula, charge and spin): 1.000 eV
* charge: +1
* HOMO level: -16.700 eV
* strongest force on any atom: 1.9 eV Å⁻¹
* LUMO energy: -4.988 eV
* Kohn-Sham gap: 11.712 eV

(2)
DFT (the ωB97M-V functional and the def2-TZVPD basis) results for a structure of composition C19H12N3O4RuS5.

Each line ends with the natural charge from an NBO analysis.
Geometry (Å):
1 Ru 0.200 -0.364 1.008  0.441
2 S 0.905 -2.916 7.694  -0.034
3 S 2.058 -2.223 5.048  0.471
4 S 1.866 -1.373 2.150  0.154
5 S -0.799 -1.984 5.449  0.471
6 S -1.300 -1.106 2.606  0.071
7 O 1.615 0.392 -0.378  -0.578
8 O -0.260 -1.883 -0.291  -0.628
9 O 1.502 -4.182 -5.755  -0.386
10 O 2.844 -2.501 -5.660  -0.394
11 N 0.467 1.400 2.150  -0.737
12 N -1.175 0.931 0.028  -0.421
13 N 1.959 -3.199 -5.202  0.537
14 C -1.969 0.638 -0.972  0.098
15 C 1.907 -0.167 -1.442  0.445
16 C 0.300 -2.134 -1.407  0.445
17 C -0.254 2.513 1.563  0.122
18 C -1.713 4.572 0.360  -0.173
19 C 1.351 -1.357 -2.006  -0.340
20 C 0.370 -3.616 -3.347  -0.153
21 C 1.878 -1.737 -3.255  -0.079
22 C -1.107 2.222 0.472  0.218
23 C -0.217 -1.559 3.858  -0.429
24 C -0.873 4.835 1.402  -0.192
25 C -2.756 1.608 -1.627  -0.254
26 C -0.160 -3.274 -2.142  -0.234
27 C -1.849 3.252 -0.130  -0.101
28 C 1.133 -1.674 3.670  -0.462
29 C 0.735 -2.395 6.156  -0.570
30 C -2.693 2.904 -1.212  -0.109
31 C 1.400 -2.834 -3.906  -0.070
32 C -0.138 3.795 2.012  -0.200
33 H -1.993 -0.403 -1.271  0.230
34 H 1.451 1.625 2.271  0.412
35 H -2.282 5.367 -0.106  0.223
36 H 0.085 1.173 3.068  0.423
37 H 0.018 -4.481 -3.890  0.250
38 H -3.391 1.305 -2.446  0.235
39 H 2.689 0.313 -2.045  0.148
40 H -0.766 5.845 1.775  0.228
41 H -0.946 -3.861 -1.687  0.225
42 H -3.279 3.675 -1.697  0.225
43 H 0.518 4.015 2.846  0.227
44 H 2.669 -1.154 -3.710  0.244

Values from the calculation:
* energy relative to the best compared isomer or geometry (same formula, charge and spin): 0.000 eV
* HOMO level (alpha / beta): -7.118 / -7.514 eV
* <S²>: 0.7630
* strongest force on any atom: 0.5 eV Å⁻¹
* LUMO energy (alpha / beta): -1.088 / -1.655 eV
* 2S+1: 2
* Kohn-Sham gap (alpha / beta): 6.030 / 5.859 eV

(3)
DFT (the ωB97M-V functional and the def2-TZVPD basis) results for a cluster of 9 separate species, H18O9 in total.

Each line ends with the natural charge from an NBO analysis.
Geometry (Å):
1 O 2.531 -0.518 -2.629  -0.959
2 O 2.431 -0.749 0.147  -0.949
3 O -0.405 0.661 -0.454  -0.982
4 O -0.198 -2.344 1.008  -0.945
5 O -1.187 -0.352 3.025  -0.983
6 O 1.694 2.678 -0.694  -0.949
7 O -2.082 0.961 -2.878  -0.948
8 O -1.117 2.314 2.575  -0.948
9 O -2.545 -1.213 -0.704  -0.953
10 H -1.253 0.968 -3.357  0.465
11 H -3.216 -1.330 -0.031  0.485
12 H -0.464 2.942 2.884  0.481
13 H 1.885 2.246 -1.527  0.475
14 H -1.171 2.469 1.632  0.492
15 H 2.714 -0.209 0.884  0.499
16 H -2.006 -2.001 -0.643  0.485
17 H -1.014 -0.727 2.161  0.463
18 H -1.910 0.416 -2.110  0.478
19 H -0.614 -3.047 1.507  0.486
20 H 0.738 -2.448 1.182  0.463
21 H 2.309 -1.622 0.522  0.466
22 H 3.061 -1.259 -2.921  0.464
23 H -1.161 0.115 -0.238  0.492
24 H 0.346 0.071 -0.382  0.476
25 H 1.218 2.021 -0.187  0.472
26 H -1.047 0.588 2.911  0.491
27 H 2.462 -0.631 -1.681  0.481

Values from the calculation:
* energy relative to the best compared isomer or geometry (same formula, charge and spin): 2.266 eV
* HOMO level: -10.490 eV
* SMILES: O.O.O.O.O.O.O.O.O
* strongest force on any atom: 0.9 eV Å⁻¹
* LUMO energy: -0.565 eV
* Kohn-Sham gap: 9.925 eV

(4)
DFT (the ωB97M-V functional and the def2-TZVPD basis) results for the ion C4H6BrO2 with charge -1 in a non-equilibrium geometry.

Each line ends with the natural charge from an NBO analysis.
Geometry (Å):
1 Br -1.514 0.654 1.627  -0.091
2 O 0.968 -0.617 2.504  -0.738
3 O 2.508 0.285 1.170  -0.794
4 C 1.305 0.072 1.537  0.729
5 C 0.210 0.794 0.625  -0.314
6 C -1.137 -0.713 -1.104  -0.619
7 C 0.181 0.110 -0.799  -0.419
8 H 0.432 1.871 0.476  0.218
9 H 1.032 -0.614 -0.859  0.228
10 H -2.032 -0.040 -1.138  0.203
11 H 0.372 0.854 -1.617  0.188
12 H -1.232 -1.473 -0.299  0.222
13 H -1.093 -1.183 -2.124  0.188

Values from the calculation:
* energy relative to the best compared isomer or geometry (same formula, charge and spin): 0.575 eV
* charge: -1
* HOMO level: -4.123 eV
* SMILES: CC[C@@H](Br)C(=O)[O-]
* strongest force on any atom: 2.0 eV Å⁻¹
* LUMO energy: 3.406 eV
* Kohn-Sham gap: 7.529 eV

(5)
DFT (the ωB97M-V functional and the def2-TZVPD basis) results for a cluster of 3 separate species, C11H20IN4O3 in total.

Each line ends with the natural charge from an NBO analysis.
Geometry (Å):
1 I 0.541 -0.431 4.047  0.123
2 O 5.001 -3.667 -1.717  -0.604
3 O 1.327 1.708 2.258  -0.462
4 O -0.913 -1.002 -0.613  -0.664
5 N -2.156 0.968 2.407  -0.295
6 N -0.974 0.848 -1.933  -0.410
7 N 3.725 -1.902 -1.090  -0.438
8 N -3.501 -0.707 2.210  -0.455
9 C -2.065 0.316 -2.740  -0.420
10 C 4.896 -2.560 -1.237  0.529
11 C -3.409 1.396 2.795  -0.051
12 C -4.255 0.349 2.686  -0.043
13 C -0.988 1.850 2.369  -0.334
14 C -0.430 2.157 -2.251  -0.406
15 C -0.498 0.103 -0.928  0.513
16 C 2.506 -2.556 -1.536  -0.418
17 C 0.357 1.225 2.709  0.431
18 C 3.652 -0.580 -0.507  -0.395
19 C -2.247 -0.314 2.050  0.278
20 H -0.037 2.164 -3.268  0.217
21 H -5.301 0.275 2.885  0.263
22 H 2.368 -3.497 -1.003  0.218
23 H 2.567 -2.779 -2.602  0.218
24 H 0.334 0.591 -0.386  0.110
25 H -0.927 2.268 1.372  0.255
26 H 5.766 -1.987 -0.871  0.108
27 H -1.208 2.918 -2.170  0.203
28 H -1.144 2.665 3.066  0.269
29 H -3.801 -1.647 2.003  0.462
30 H -1.764 -0.622 -3.204  0.228
31 H -1.411 -0.870 1.677  0.289
32 H -2.328 1.034 -3.511  0.218
33 H -3.676 2.378 3.126  0.260
34 H 4.645 -0.238 -0.225  0.220
35 H 1.652 -1.909 -1.349  0.195
36 H 3.022 -0.593 0.387  0.184
37 H 0.378 2.402 -1.564  0.213
38 H 3.229 0.126 -1.228  0.185
39 H -2.935 0.120 -2.113  0.208

Values from the calculation:
* energy relative to the best compared isomer or geometry (same formula, charge and spin): 0.000 eV
* charge: +1
* HOMO level: -11.026 eV
* strongest force on any atom: 0.9 eV Å⁻¹
* LUMO energy: -3.133 eV
* Kohn-Sham gap: 7.892 eV

(6)
DFT (the ωB97M-V functional and the def2-TZVPD basis) results for a structure of composition H7N3P2 in a non-equilibrium geometry.

Each line ends with the natural charge from an NBO analysis.
Geometry (Å):
1 P -1.810 1.325 2.853  0.020
2 P -0.148 -1.445 -1.810  0.513
3 N 0.917 0.435 -0.692  -0.066
4 N -0.243 0.498 -0.454  -0.287
5 N 1.372 -0.701 -1.345  -0.756
6 H 1.664 1.107 -0.414  0.342
7 H -1.316 0.217 2.186  -0.003
8 H -0.379 -2.051 -0.573  -0.040
9 H 2.216 -0.686 -1.912  0.394
10 H -2.262 1.887 1.673  0.000
11 H 0.580 -2.571 -2.279  -0.100
12 H -0.592 1.985 2.766  -0.017

Values from the calculation:
* energy relative to the best compared isomer or geometry (same formula, charge and spin): 4.377 eV
* HOMO level: -8.543 eV
* strongest force on any atom: 1.5 eV Å⁻¹
* LUMO energy: 0.839 eV
* Kohn-Sham gap: 9.382 eV